Computed, not measured: a cluster of 2 separate species, C4H14N2 in total, with ωB97M-V/def2-TZVPD.

Last column: natural (NBO) charge in e.
Atoms and positions in Å:
N1 1.99 0.26 -0.73  -0.842
C1 1.99 -2.18 -0.75  -0.614
C2 2.52 -0.93 -1.42  -0.214
H1 2.35 1.12 -1.18  0.354
H2 0.97 0.29 -0.83  0.355
H3 2.27 -2.19 0.32  0.212
H4 2.40 -3.09 -1.23  0.208
H5 0.89 -2.22 -0.82  0.199
H6 3.62 -0.90 -1.33  0.182
H7 2.27 -0.95 -2.50  0.158
N2 -2.19 0.92 0.34  -0.621
C3 -1.94 2.26 0.87  -0.418
C4 -2.13 -0.08 1.39  -0.419
H8 -3.12 0.90 -0.10  0.347
H9 -0.90 2.31 1.23  0.194
H10 -2.61 2.53 1.70  0.162
H11 -2.07 3.00 0.06  0.199
H12 -2.81 0.13 2.23  0.162
H13 -2.40 -1.07 0.97  0.200
H14 -1.10 -0.13 1.77  0.195

E in hartree: -270.28081
2S+1: 1
LUMO level in eV: 1.127
SMILES: CCN.CNC
Max |F| in hartree/bohr: 0.0126
ΔE to the lowest compared entry with this formula, charge and spin in kJ/mol: 38.75

Computed, not measured: a cluster of 2 separate species, C4H14N2 in total in a non-equilibrium geometry, with ωB97M-V/def2-TZVPD.

Last column: natural (NBO) charge in e.
Atoms and positions in Å:
C1 1.36 -0.14 -0.13  -0.047
C2 2.25 -0.20 1.11  -0.612
C3 2.13 0.43 -1.33  -0.619
N1 0.15 0.63 0.19  -0.853
H1 1.01 -1.15 -0.38  0.184
H2 0.41 1.56 0.51  0.357
H3 -1.47 -0.53 0.22  0.385
H4 2.65 0.78 1.34  0.197
H5 3.08 -0.88 0.94  0.211
H6 1.67 -0.55 1.96  0.218
H7 2.47 1.44 -1.12  0.198
H8 1.49 0.46 -2.21  0.208
H9 2.99 -0.19 -1.55  0.208
C4 -3.49 -0.08 0.22  -0.407
N2 -2.37 -0.90 -0.18  -0.874
H10 -2.51 -1.86 0.14  0.347
H11 -0.43 0.74 -0.65  0.367
H12 -3.69 -0.08 1.30  0.161
H13 -3.30 0.96 -0.08  0.184
H14 -4.40 -0.41 -0.30  0.187

E in hartree: -270.29557
2S+1: 1
LUMO level in eV: 1.090
SMILES: CC(C)N.CN
Max |F| in hartree/bohr: 0.0320
ΔE to the lowest compared entry with this formula, charge and spin in kJ/mol: 0.00

Computed, not measured: a cluster of 2 separate species, C4H14N2 in total in a non-equilibrium geometry, with ωB97M-V/def2-TZVPD.

Last column: natural (NBO) charge in e.
Atoms and positions in Å:
C1 -0.19 2.39 0.46  -0.633
C2 0.71 2.57 1.62  -0.241
N1 2.20 2.46 1.04  -0.829
H1 -0.13 3.31 -0.24  0.205
H2 -0.05 1.41 -0.11  0.205
H3 -1.18 2.29 0.91  0.213
H4 0.40 3.56 2.11  0.197
H5 0.69 1.64 2.25  0.200
H6 2.01 2.15 0.05  0.342
H7 2.52 3.37 1.00  0.341
C3 -1.77 -3.26 -0.46  -0.422
N2 -0.39 -2.77 -0.75  -0.637
C4 -0.37 -1.42 -1.66  -0.428
H8 -2.16 -2.70 0.34  0.190
H9 -2.53 -3.33 -1.26  0.167
H10 -1.56 -4.25 -0.06  0.203
H11 0.20 -3.51 -1.27  0.347
H12 -0.70 -1.83 -2.59  0.184
H13 0.59 -0.95 -1.83  0.201
H14 -1.11 -0.71 -1.07  0.196

E in hartree: -270.21153
2S+1: 1
LUMO level in eV: 0.980
SMILES: CCN.CNC
Max |F| in hartree/bohr: 0.0840
ΔE to the lowest compared entry with this formula, charge and spin in kJ/mol: 220.63

Computed, not measured: the ion C4H14N2 with charge +2 in a non-equilibrium geometry, with ωB97M-V/def2-TZVPD.

Last column: natural (NBO) charge in e.
Atoms and positions in Å:
C1 -1.87 -0.51 -0.06  -0.656
C2 -0.48 -0.95 -0.50  0.001
C3 0.68 0.08 -0.38  -0.450
C4 0.26 1.53 0.00  -0.208
N1 1.44 2.27 0.60  -0.676
N2 -0.22 -2.46 0.13  -0.699
H1 -2.01 0.40 -0.61  0.252
H2 -1.93 -0.39 1.03  0.238
H3 -2.63 -1.17 -0.48  0.265
H4 -0.39 -1.16 -1.57  0.238
H5 1.24 -0.22 0.50  0.215
H6 1.35 0.17 -1.26  0.259
H7 -0.35 1.46 0.89  0.231
H8 -0.09 2.22 -0.77  0.259
H9 1.97 2.66 -0.19  0.452
H10 2.12 1.63 1.04  0.444
H11 1.27 3.00 1.29  0.469
H12 -0.87 -3.02 -0.44  0.461
H13 0.73 -2.66 -0.16  0.450
H14 -0.42 -2.46 1.13  0.455

E in hartree: -269.66519
2S+1: 1
LUMO level in eV: -6.916
SMILES: C[C@H]([NH3+])CC[NH3+]
Total charge: +2
Max |F| in hartree/bohr: 0.0677
ΔE to the lowest compared entry with this formula, charge and spin in kJ/mol: 111.56

Computed, not measured: a cluster of 2 separate species, C4H14N2O in total in a non-equilibrium geometry, with ωB97M-V/def2-TZVPD.

Last column: natural (NBO) charge in e.
Atoms and positions in Å:
C1 -2.84 0.48 -1.84  -0.402
N1 -2.52 0.05 -0.52  -0.646
C2 -1.23 -0.53 -0.48  -0.294
C3 -0.17 0.35 0.33  -0.465
N2 0.13 1.68 -0.09  -0.685
C4 0.75 2.71 0.82  -0.492
H1 -2.70 -0.30 -2.58  0.184
H2 -3.92 0.72 -1.83  0.171
H3 -2.32 1.35 -2.11  0.171
H4 -2.57 0.92 0.06  0.350
H5 -0.67 -0.63 -1.38  0.182
H6 -1.38 -1.55 0.01  0.188
H7 0.88 -0.30 0.48  0.099
H8 -0.71 0.23 1.33  0.167
H9 0.75 1.64 -0.89  0.336
H10 1.32 3.37 0.29  0.184
H11 1.40 2.28 1.60  0.174
H12 -0.07 3.19 1.38  0.171
H13 4.29 -3.49 1.07  0.329
H14 5.45 -4.47 1.08  0.434
O1 4.73 -4.15 1.60  -1.156

E in hartree: -345.42454
2S+1: 2
⟨S²⟩: 0.751
LUMO level (spin up / spin down) in eV: 3.575 / 3.560
Total charge: -1
Max |F| in hartree/bohr: 0.0957
ΔE to the lowest compared entry with this formula, charge and spin in kJ/mol: 202.88

Computed, not measured: a cluster of 2 separate species, C4H14N2O in total in a non-equilibrium geometry, with ωB97M-V/def2-TZVPD.

Last column: natural (NBO) charge in e.
Atoms and positions in Å:
C1 -0.50 -2.00 0.85  -0.242
C2 -0.57 -1.99 -0.63  -0.431
C3 -0.16 -0.60 -1.21  -0.295
C4 1.52 1.08 -1.34  -0.550
N1 1.28 -0.38 -1.28  -0.640
N2 -1.55 -1.19 1.52  -0.919
H1 0.50 -1.59 1.13  0.170
H2 -0.57 -3.00 1.22  0.176
H3 0.22 -2.62 -1.08  0.205
H4 -1.55 -2.27 -1.15  0.200
H5 -0.67 0.20 -0.41  0.108
H6 -0.74 -0.36 -2.14  0.187
H7 1.13 1.51 -2.29  0.175
H8 0.92 1.78 -0.64  0.155
H9 2.59 1.34 -1.23  0.189
H10 1.62 -0.63 -0.32  0.337
H11 -2.19 -0.66 0.84  0.344
H12 -1.18 -0.44 2.07  0.328
H13 -0.36 4.64 2.22  0.405
H14 -0.03 3.24 1.66  0.307
O1 0.31 3.96 2.22  -1.206

E in hartree: -345.45905
2S+1: 2
⟨S²⟩: 0.751
LUMO level (spin up / spin down) in eV: 3.874 / 3.817
Total charge: -1
Max |F| in hartree/bohr: 0.0811
ΔE to the lowest compared entry with this formula, charge and spin in kJ/mol: 112.28